Record 1
Density functional theory data (ωB97M-V with the def2-TZVPD basis set) for a single C4H11N3OS molecule at a distorted geometry.

The highest occupied orbital energy is -8.88 eV. For the energy above the lowest of the compared OMol25 structures with the same formula, charge and spin, the calculation gives 81.2 kcal per mole.

Atoms and positions in Å:
S (0.175, 0.549, -1.967)
H (-2.208, 1.198, 2.068)
O (-0.082, 2.005, -1.897)
H (-2.195, -0.479, 2.050)
N (-1.257, 0.636, 0.336)
N (0.994, -0.001, 0.606)
H (-1.269, -1.167, -2.893)
H (3.173, -1.740, 1.981)
H (-1.493, 1.617, 0.007)
C (3.103, -0.776, 1.255)
C (-0.116, -0.055, -0.204)
H (3.884, -0.750, 0.556)
H (-1.842, 0.346, -3.563)
C (-1.490, 0.397, 1.755)
H (-0.492, -1.327, -0.365)
H (-2.129, 0.021, -1.897)
C (-1.320, -0.063, -2.630)
N (1.882, -0.854, 0.468)
H (-0.551, 0.328, 2.358)
H (3.234, 0.115, 1.976)

Forces on the atoms, in the same order (eV/Å):
0.346 0.704 0.329
1.223 -0.134 0.175
0.347 0.546 0.058
1.513 0.555 -1.087
-0.160 0.596 -0.164
3.548 0.529 1.803
0.345 1.072 0.553
-0.139 2.006 -2.087
1.184 -1.825 0.478
-1.093 -0.243 3.873
-4.166 -3.721 -1.817
1.263 -0.340 -0.833
1.807 0.320 1.059
-2.023 -0.004 0.875
1.303 3.348 0.293
0.334 0.037 0.259
-3.014 -2.561 -1.586
-1.074 -0.226 -0.620
-0.911 0.341 -0.342
-0.634 -0.999 -1.219

Record 2
Density functional theory data (ωB97M-V with the def2-TZVPD basis set) for 9 unconnected molecules or ions with the total composition C26H64N3O12S2 at a distorted geometry.

The highest occupied orbital energy is -4.50 eV. Its net charge is -1.

Atoms and positions in Å:
H (1.254, 3.501, -2.134)
C (3.835, 0.296, 1.275)
H (-0.583, 0.194, -3.152)
C (-2.224, 0.054, 0.695)
C (3.527, 1.711, 1.984)
H (-9.128, -3.079, 0.312)
H (-10.813, -1.048, -2.660)
H (-12.190, 1.555, -1.793)
H (-12.568, -0.040, -1.163)
H (1.024, 3.404, 0.494)
H (0.804, -0.353, -2.128)
H (-6.980, -1.418, -0.966)
C (-5.606, 0.214, -1.271)
O (4.843, 0.102, 0.594)
C (-6.847, -0.572, -1.642)
H (0.531, 2.128, -4.062)
H (-4.373, -0.952, -2.227)
O (3.040, -0.839, -3.096)
C (9.146, -0.569, 4.905)
H (-1.511, 2.023, 1.203)
C (1.975, 2.803, 0.427)
C (5.635, 2.516, 2.304)
H (2.980, 0.207, 4.075)
H (-3.127, -0.420, 0.305)
H (2.773, -3.334, -4.417)
C (11.330, 3.832, 1.296)
H (-3.066, 0.107, 4.348)
H (-1.667, 1.519, 5.866)
O (3.232, -5.427, -5.777)
O (-1.608, 2.319, 3.991)
H (3.678, -2.061, -5.412)
N (1.737, 3.153, 2.689)
H (-3.237, 1.772, 1.536)
H (1.484, -7.233, -6.691)
H (11.258, 3.706, 0.210)
S (3.705, 1.340, 3.821)
H (2.773, 3.533, 0.117)
H (-1.420, -0.160, -0.013)
H (-2.215, 2.731, 3.366)
H (-10.228, -0.254, -0.579)
O (10.700, 2.726, 1.928)
C (2.711, -2.347, -4.932)
H (2.477, 3.795, 2.978)
H (-8.800, -3.014, 2.592)
H (-7.553, -5.190, 2.717)
C (1.090, 1.611, -3.227)
O (7.066, -1.598, 5.575)
H (8.265, -2.371, 4.094)
H (9.769, 2.737, 1.671)
H (-0.192, 2.473, -1.598)
H (-7.007, -4.964, 1.043)
C (-10.809, 0.020, -2.417)
O (-2.738, 2.127, -0.431)
H (-4.046, 0.740, 5.688)
C (-7.994, -3.243, 1.887)
H (-12.902, 0.333, -2.867)
H (-3.548, 1.709, -0.746)
H (9.620, 5.140, 1.474)
H (8.631, 0.114, 4.227)
C (2.279, -1.187, -3.957)
H (-5.690, 0.603, -0.254)
C (8.366, -1.860, 5.058)
H (6.617, -1.011, 4.952)
C (1.761, 1.777, -0.751)
H (9.235, -0.059, 5.867)
H (1.288, -4.839, -5.990)
H (1.307, 0.825, -0.368)
C (1.729, -6.424, -7.383)
H (2.562, -6.773, -8.000)
H (1.233, 2.749, 3.473)
H (11.164, 5.989, 1.257)
H (12.385, 3.818, 1.574)
H (10.148, -0.762, 4.514)
H (10.748, 5.247, 2.816)
O (-4.449, -0.619, -1.325)
H (3.962, -5.711, -6.338)
H (-7.735, 0.057, -1.596)
N (4.606, 2.705, 1.670)
H (1.931, -2.414, -5.745)
C (-3.471, 1.014, 4.800)
H (8.872, -2.533, 5.753)
O (-8.313, -2.668, 0.623)
C (0.894, 2.462, -1.892)
H (-7.079, -2.772, 2.246)
C (2.114, -5.171, -6.620)
S (7.162, 2.033, 2.603)
H (-8.714, -5.215, 1.374)
C (0.539, 0.145, -3.090)
O (-9.904, 0.241, -1.341)
H (2.371, -4.359, -7.308)
H (-5.462, 1.060, -1.954)
C (-7.804, -4.742, 1.754)
O (2.933, -0.611, 1.505)
C (10.682, 5.132, 1.733)
H (-1.975, -0.398, 1.657)
H (2.748, 1.507, -1.228)
H (2.179, 1.635, -3.478)
H (-2.754, 2.894, 5.597)
H (0.868, -6.240, -8.028)
N (2.160, 2.191, 1.758)
O (1.032, -0.656, -4.196)
H (-10.438, 0.569, -3.283)
H (-6.757, -0.981, -2.653)
H (-4.149, 1.461, 4.067)
C (-2.423, 1.549, 0.834)
C (-2.353, 1.977, 5.152)
C (-12.202, 0.493, -2.044)

Forces on the atoms, in the same order (eV/Å):
-0.390 -0.884 0.524
-2.178 -3.401 -0.550
1.069 -0.304 -0.208
-0.081 -0.214 0.241
-1.142 -1.591 0.457
0.133 0.005 0.008
-0.074 0.026 -0.185
0.035 -0.033 -0.084
-0.026 -0.070 -0.084
0.973 -0.654 0.130
0.027 0.535 -0.790
-0.014 0.120 0.043
-0.081 -0.398 -0.465
0.342 1.553 0.450
0.036 0.068 0.045
0.560 -0.625 0.690
0.018 0.019 0.116
-0.755 0.274 -0.034
0.135 0.021 0.009
-0.041 0.094 -0.151
-1.108 -0.271 -1.347
1.582 -0.693 -2.307
0.240 0.548 -0.900
0.183 0.085 0.185
0.117 0.991 -0.236
-0.486 -0.043 0.037
0.038 0.039 0.073
0.090 0.078 -0.123
-0.066 0.009 0.136
0.155 -0.006 0.175
-0.697 -0.368 0.637
-0.533 0.817 0.270
0.030 -0.047 0.136
-0.044 0.086 0.007
0.142 0.148 -0.050
0.111 -0.150 0.344
-0.349 -0.575 0.525
0.057 0.076 0.111
0.158 -0.040 -0.003
0.151 0.061 -0.039
0.215 -0.060 0.012
-1.406 1.009 -0.698
-0.184 -0.346 0.096
0.109 -0.031 0.152
-0.030 -0.032 -0.043
-0.647 0.577 0.536
0.002 -0.116 0.159
0.186 -0.045 -0.009
0.022 -0.076 0.090
0.938 0.212 -0.265
0.021 0.062 0.086
-0.169 -0.101 0.399
-0.012 0.365 -0.031
-0.038 0.000 -0.047
-0.255 -0.268 -0.148
-0.028 -0.005 0.060
0.194 -0.098 -0.008
0.054 0.014 -0.076
0.067 -0.084 -0.048
0.849 -1.110 -0.707
0.158 -0.079 0.006
-0.258 0.373 -0.207
-0.003 -0.081 0.054
0.484 0.703 -0.297
0.022 -0.087 -0.003
0.159 0.010 0.091
0.332 0.966 -0.263
-0.107 -0.061 -0.022
-0.049 0.075 -0.070
0.507 -0.059 -0.209
-0.052 0.015 0.006
-0.056 -0.143 0.034
-0.020 0.062 -0.029
0.067 -0.026 -0.051
-0.081 0.085 -0.073
-0.056 0.052 0.108
0.029 -0.097 -0.035
0.509 -0.380 2.298
0.830 -0.079 0.759
-0.053 -0.124 0.070
-0.169 -0.013 0.050
-0.021 0.195 0.002
0.421 -1.321 -0.381
-0.068 0.102 -0.152
0.309 -0.295 -0.244
-1.683 1.037 0.292
-0.026 0.004 0.114
-0.020 1.247 0.236
-0.138 0.123 -0.080
-0.201 0.040 -0.044
-0.127 0.124 0.076
0.084 -0.070 0.017
1.337 2.667 0.193
0.043 0.144 0.013
0.099 0.041 -0.028
-0.898 0.077 0.676
-0.872 -0.310 0.193
-0.046 -0.084 0.192
0.040 -0.041 -0.024
1.008 0.823 -0.629
0.579 -0.814 0.602
0.131 -0.017 0.117
0.020 0.128 -0.048
-0.036 0.040 0.089
-0.034 -0.273 -0.238
-0.210 0.096 -0.393
-0.086 0.070 -0.075

Record 3
Density functional theory data (ωB97M-V with the def2-TZVPD basis set) for a molecular structure, C28H27AsF6MoN5O6S3 at a distorted geometry.

The highest occupied orbital energy (alpha / beta) is -16.27 / -17.04 eV. Its spin multiplicity is 3. The expectation value of S² is 2.09. Its net charge is +3.

Atoms and positions in Å:
H (-1.183, -4.424, -5.930)
N (-3.682, 0.825, 1.344)
H (-4.688, 0.470, 3.134)
H (-5.275, -0.456, 1.742)
C (-0.323, 3.430, 3.173)
C (-1.701, -3.759, -5.266)
S (2.432, -3.834, 1.914)
C (0.068, -3.904, -3.558)
O (3.036, -4.064, 3.157)
F (-2.173, -3.511, 1.624)
N (-1.701, 0.575, 0.400)
N (-3.102, -2.396, -4.292)
C (4.101, 4.201, -0.123)
F (-0.721, -4.152, 3.075)
H (4.016, 5.357, 3.069)
F (3.079, -3.437, -0.574)
C (-1.153, 3.657, 4.255)
C (-0.033, 2.116, 2.775)
C (-0.989, -4.122, 1.789)
H (-2.299, 2.769, 5.833)
H (0.159, -3.732, -2.484)
C (-2.047, -2.564, -3.450)
C (1.692, 0.581, -2.480)
As (1.032, 1.724, 1.217)
H (-1.449, 2.663, -0.118)
C (2.533, 2.948, 1.208)
C (3.187, 3.173, -0.020)
C (3.772, 4.752, 2.209)
O (1.394, -4.728, 1.372)
C (0.965, 1.937, -4.324)
N (1.537, -2.482, 1.782)
H (2.512, 0.020, -2.037)
H (-0.336, 0.012, 3.189)
C (2.855, 3.728, 2.335)
H (-1.130, 2.406, -4.337)
H (4.592, 4.392, -1.066)
O (-0.580, -1.731, 1.022)
C (-2.907, -3.124, -5.417)
Mo (0.233, -0.259, 0.070)
C (-3.280, 2.063, 0.949)
H (0.896, -3.414, -4.076)
H (-5.645, 1.267, 1.878)
C (3.712, -3.832, 0.532)
S (0.300, -3.010, 0.955)
H (-2.793, -1.100, 1.174)
O (3.020, -0.938, -0.054)
C (-4.887, 0.509, 2.061)
H (5.059, 5.839, 0.879)
O (0.398, -3.196, -0.465)
H (-3.873, 2.943, 1.101)
H (-1.626, 1.237, -2.280)
C (-0.327, 1.909, -3.817)
C (-0.575, 1.037, 3.486)
S (-1.947, -1.825, -1.925)
H (2.994, 1.277, -4.012)
C (-2.062, 1.908, 0.358)
H (0.140, -4.973, -3.763)
F (-1.069, -5.312, 1.265)
C (-2.731, -0.038, 0.996)
H (2.406, 3.509, 3.300)
H (1.175, 2.443, -5.254)
H (-3.604, -3.161, -6.235)
C (1.979, 1.279, -3.644)
N (-1.186, -3.413, -4.060)
C (-1.668, 2.586, 4.974)
C (4.375, 5.010, 0.979)
C (-1.363, 1.281, 4.598)
O (1.796, -0.779, -0.049)
H (2.951, 2.541, -0.875)
C (0.407, 0.590, -1.904)
H (-1.726, 0.455, 5.189)
C (-0.603, 1.238, -2.636)
H (0.089, 4.260, 2.605)
F (4.122, -5.066, 0.358)
F (4.732, -3.037, 0.763)
H (-3.907, -1.815, -4.099)
H (-1.398, 4.669, 4.537)

Forces on the atoms, in the same order (eV/Å):
0.042 -0.142 -0.133
0.695 -0.382 -0.437
0.013 0.031 -0.097
0.042 0.035 -0.034
0.306 0.032 -0.433
0.263 -0.049 0.190
-0.554 0.091 -0.557
1.173 -0.384 0.417
0.488 0.037 0.445
0.029 -0.108 -0.130
-0.814 0.438 0.159
0.069 -0.395 -0.657
-0.041 -0.021 -0.086
0.198 -0.122 -0.059
0.027 0.011 0.055
0.065 -0.171 -0.026
0.052 0.010 -0.092
0.137 -0.056 -0.283
-0.708 0.259 0.399
-0.016 -0.015 0.047
-0.167 0.002 -0.253
-0.096 0.836 1.510
0.541 -0.160 0.080
0.792 1.978 1.701
-0.114 -0.155 0.096
-0.683 -0.671 -0.361
-0.203 -0.331 -0.161
-0.097 -0.084 0.043
0.601 -1.542 -0.114
0.111 0.032 -0.037
0.166 -0.066 0.593
-0.140 0.198 -0.034
-0.107 0.219 0.187
-0.292 -0.258 0.284
-0.053 0.061 -0.080
0.024 -0.007 -0.041
-0.708 0.622 0.675
-0.212 0.231 0.161
-3.581 2.129 -1.781
0.695 0.515 -0.434
-0.151 0.068 0.054
0.093 -0.007 -0.090
-0.043 -0.007 -0.302
-0.031 -0.594 -0.188
-0.005 0.064 0.107
0.106 0.030 -0.020
-0.830 -0.295 0.649
0.096 0.014 0.017
0.079 -0.828 -0.206
-0.126 0.118 0.034
-0.002 0.029 0.058
-0.195 -0.192 0.220
0.183 -0.286 -0.213
-0.237 -0.422 -1.054
0.034 -0.004 -0.141
-0.307 0.612 -0.115
-0.110 0.086 0.081
0.330 0.156 -0.109
-0.073 -0.503 0.227
0.054 0.101 -0.137
0.014 0.110 -0.052
-0.091 0.032 -0.048
-0.082 -0.213 0.182
-0.850 0.106 -0.778
0.106 -0.060 -0.128
-0.152 -0.194 -0.044
0.006 -0.054 0.011
4.800 -0.400 -0.458
0.095 0.212 0.089
-0.070 -0.354 0.566
-0.065 -0.104 0.019
-0.440 0.142 0.138
-0.106 0.010 0.140
0.008 -0.160 0.288
-0.087 0.068 0.321
0.086 -0.022 0.115
0.017 0.097 0.046

Record 4
Density functional theory data (ωB97M-V with the def2-TZVPD basis set) for 2 unconnected molecules or ions with the total composition C8H16NO2 at a distorted geometry.

The highest occupied orbital energy is -12.14 eV. For the energy above the lowest of the compared OMol25 structures with the same formula, charge and spin, the calculation gives 117.0 kcal per mole. Its net charge is +1.

Atoms and positions in Å:
H (-1.694, -0.362, -0.187)
H (1.517, -2.748, 1.648)
H (-1.641, -0.501, 2.868)
H (4.516, -0.878, -0.533)
H (4.219, -2.621, -0.881)
H (-3.478, 1.832, -0.510)
H (0.431, 2.502, 0.289)
H (-2.373, 1.093, -1.744)
O (2.232, -2.157, 1.156)
H (0.464, 0.409, 1.934)
C (-0.106, 0.465, 0.917)
C (3.948, -1.610, -1.148)
H (2.259, -0.264, -2.541)
H (0.153, 1.244, -1.040)
C (2.518, -1.239, -0.884)
H (4.236, -1.501, -2.199)
H (-3.021, -0.974, 1.939)
H (-1.621, 2.181, 1.180)
C (-1.438, -0.056, 0.777)
C (-0.054, 1.545, -0.035)
H (-2.249, 2.793, -1.185)
C (-1.924, -0.841, 1.968)
O (1.951, -0.315, -1.604)
C (-2.517, 1.798, -0.850)
C (-1.489, 1.547, 0.358)
N (1.723, -1.580, 0.041)
H (-1.297, -1.862, 1.828)

Forces on the atoms, in the same order (eV/Å):
-0.382 -1.164 -1.234
1.904 1.971 -2.087
1.015 1.724 3.160
0.132 -0.604 -0.476
-0.194 -0.159 0.474
-2.659 -0.231 0.863
0.238 -1.215 -0.498
-0.148 0.809 1.598
-0.278 -2.772 2.294
-1.222 0.385 -1.789
0.909 -1.071 1.396
0.169 0.806 0.478
-0.052 -0.244 1.095
-0.010 0.022 -0.617
1.125 -1.799 1.109
-0.272 0.296 0.148
0.691 -0.380 0.059
-0.671 0.961 1.052
1.798 0.391 1.722
1.707 1.700 0.267
-0.048 0.211 -0.230
-0.392 -3.523 -4.054
-0.760 2.135 -3.479
3.766 -0.624 -0.649
-2.362 -0.167 -1.636
-2.018 0.656 0.643
-1.987 1.886 0.389